Entry 1:
{
  "formula": "H10IMnO5",
  "method": "wB97M-V/def2-TZVPD",
  "species": ["Mn", "I", "O", "H", "H", "O", "H", "H", "O", "H", "H", "O", "H", "H", "O", "H", "H"],
  "xyz": [[-0.384300, 0.022087, 0.173549], [-2.880855, -0.557379, 1.111720], [1.602069, 0.421602, -0.628366], [1.995816, -0.135571, -1.310364], [2.221271, 1.150272, -0.499902], [-0.080868, -1.942888, -0.862557], [-0.699958, -2.632956, -1.138283], [0.776367, -2.378284, -0.765864], [-0.192482, 2.038267, 0.946108], [0.147207, 2.230909, 1.830117], [-1.004825, 2.563700, 0.884150], [0.641928, -0.946174, 1.864770], [0.870253, -0.513925, 2.697217], [0.533325, -1.878639, 2.093736], [-1.085795, 0.793287, -1.760911], [-1.041127, 0.155688, -2.484306], [-1.418032, 1.610003, -2.150814]],
  "forces_ev_per_angstrom": [[-1.3, -0.4, 0.4], [0.4, 0.1, -0.2], [0.6, -0.1, -0.3], [0.0, 0.1, 0.0], [-0.1, 0.1, 0.1], [0.5, -0.2, -0.2], [-0.2, 0.2, 0.2], [-0.1, -0.1, -0.1], [0.1, 0.6, 0.3], [0.0, 0.0, 0.0], [0.0, -0.2, 0.0], [0.5, -0.1, 0.3], [-0.1, 0.0, 0.0], [-0.3, 0.1, -0.1], [0.2, 0.0, -0.5], [-0.1, 0.0, 0.0], [-0.1, 0.0, 0.2]],
  "charge": 1,
  "gap_ev": [7.53, 7.57],
  "spin_multiplicity": 6,
  "homo_ev": [-11.16, -11.20],
  "relative_energy_kcal_mol": 4.87
}

=====

Entry 2:
{
  "formula": "H10IO5",
  "method": "wB97M-V/def2-TZVPD",
  "species": ["I", "O", "H", "H", "O", "H", "H", "O", "H", "H", "O", "H", "H", "O", "H", "H"],
  "xyz": [[17.831112, -13.474032, -7.125872], [19.147850, -10.288421, -6.501428], [19.591029, -10.449833, -5.678469], [18.949071, -11.221564, -6.723435], [16.799775, -11.234879, -4.634335], [17.060705, -10.324213, -4.632757], [17.302653, -11.596611, -5.371932], [15.521609, -14.183306, -4.172675], [14.694970, -14.548147, -4.448141], [16.015538, -14.040237, -4.956176], [16.853829, -10.742510, -9.203020], [16.494991, -10.981369, -10.075337], [17.507573, -11.383223, -8.905109], [14.844546, -13.655453, -9.351819], [15.160811, -13.137720, -10.090955], [15.534951, -13.740646, -8.734310]],
  "forces_ev_per_angstrom": [[0.1, -0.3, -0.2], [-0.1, -0.4, -0.3], [0.5, 0.3, 0.9], [-0.3, 0.3, -0.5], [-0.2, -0.3, 0.4], [0.1, 0.8, 0.0], [-0.1, -0.3, -0.3], [-0.2, -0.1, 1.8], [-0.7, -0.3, -0.4], [0.9, 0.4, -1.4], [-0.6, 0.8, -0.6], [0.6, -0.2, 0.7], [-0.1, -0.5, -0.1], [-2.1, -0.2, -1.4], [0.3, 0.1, 0.1], [1.8, 0.1, 1.3]],
  "charge": -1,
  "gap_ev": 8.22,
  "homo_ev": -4.89,
  "relative_energy_kcal_mol": 13.84
}

=====

Entry 3:
{
  "formula": "H10KO5",
  "method": "wB97M-V/def2-TZVPD",
  "species": ["K", "O", "H", "H", "O", "H", "H", "O", "H", "H", "O", "H", "H", "O", "H", "H"],
  "xyz": [[0.519808, -0.572806, 0.917349], [-1.028892, 0.584614, 2.938429], [-1.886282, 0.813134, 2.579409], [-1.027792, 0.964124, 3.817179], [0.014318, -1.725516, -1.755661], [-0.248442, -2.575216, -2.109491], [-0.684672, -1.128176, -2.021801], [3.113838, -0.371946, -0.454931], [3.952948, 0.037634, -0.665571], [3.020698, -1.073466, -1.099461], [0.535518, 1.926524, -0.442911], [-0.162142, 2.058504, -1.084841], [1.215318, 2.551304, -0.695421], [-2.177182, -0.692466, -0.180161], [-2.489512, 0.200584, -0.325591], [-2.667532, -0.996826, 0.583479]],
  "forces_ev_per_angstrom": [[0.2, 0.1, -0.3], [0.2, -0.3, -0.4], [-0.3, 0.2, 0.0], [0.1, 0.1, 0.3], [0.5, 0.1, 0.3], [0.0, -0.3, -0.1], [-0.3, 0.1, -0.1], [-0.4, 0.0, 0.3], [0.2, 0.2, 0.1], [0.0, -0.2, -0.3], [-0.2, -0.4, 0.3], [-0.2, 0.1, -0.2], [0.3, 0.1, 0.0], [0.5, 0.1, 0.1], [-0.3, 0.3, -0.1], [-0.3, -0.3, 0.2]],
  "charge": 1,
  "gap_ev": 11.78,
  "homo_ev": -15.06,
  "relative_energy_kcal_mol": 4.69
}

=====

Entry 4:
{
  "formula": "H10Li6O17S3",
  "method": "wB97M-V/def2-TZVPD",
  "species": ["Li", "Li", "Li", "Li", "Li", "Li", "S", "O", "O", "O", "O", "S", "O", "O", "O", "O", "S", "O", "O", "O", "O", "O", "H", "H", "O", "H", "H", "O", "H", "H", "O", "H", "H", "O", "H", "H"],
  "xyz": [[1.358583, -2.208935, 0.713511], [-2.196401, 2.353219, 1.386796], [1.886399, 0.437358, -2.257637], [-0.969015, -1.421234, -2.180340], [-0.526476, 2.108037, -1.760175], [-2.657034, -1.374419, 0.461508], [-2.536123, 0.315625, -4.166847], [-3.803493, 0.138994, -3.522840], [-2.525629, 1.632739, -4.836214], [-1.454190, 0.243593, -3.119266], [-2.236030, -0.700137, -5.152582], [-0.157163, 0.031037, 0.202796], [1.036458, -0.434269, 0.943592], [-1.123771, 0.855452, 0.953705], [0.403621, 0.754012, -0.973360], [-0.848745, -1.112631, -0.299577], [-1.057706, -3.896134, 1.519311], [-1.211226, -4.960760, 2.506229], [-0.960937, -4.421217, 0.221135], [-2.219564, -2.994933, 1.667728], [0.073324, -3.081988, 1.854445], [4.214872, -0.200785, -0.001965], [3.898965, -0.553961, -0.833653], [3.472451, 0.292660, 0.346695], [-0.659013, -0.969578, 3.910233], [-0.883133, -1.782428, 3.457169], [-0.717969, -0.294116, 3.234574], [-0.300925, 3.538879, -0.090062], [-0.158262, 3.921850, 0.775514], [-0.835972, 4.183836, -0.552632], [2.661923, 2.173212, -1.277841], [2.303443, 2.376724, -0.413942], [3.300136, 2.867334, -1.442441], [1.732437, 1.102542, 2.986730], [1.252786, 0.514825, 2.402995], [2.443379, 0.565597, 3.336708]],
  "forces_ev_per_angstrom": [[-0.8, -1.5, 1.4], [0.4, -0.6, 0.1], [0.0, 0.8, 0.6], [-0.6, 0.0, -0.2], [-0.3, -0.4, -0.3], [0.4, -1.9, 1.2], [0.6, -0.1, -0.1], [-1.0, -0.1, 0.4], [0.3, -0.1, 0.2], [1.0, 0.5, 1.0], [-0.1, -0.2, -0.6], [2.5, -0.2, 1.5], [-1.2, 1.2, -0.5], [0.2, 0.7, 0.0], [0.1, 1.1, -1.1], [-2.0, -2.0, -1.6], [-2.9, -3.6, 4.6], [0.2, 0.4, -0.3], [0.6, -0.6, -5.1], [-2.4, 3.1, -1.2], [4.9, 3.3, 0.0], [0.0, -0.1, -0.1], [0.3, -0.3, -0.2], [-0.2, 0.2, 0.4], [0.0, 0.7, 0.4], [0.0, -0.8, -0.4], [0.0, 0.0, 0.0], [-0.8, -0.6, -0.5], [0.6, 0.2, 0.4], [-0.1, 0.8, -0.1], [-0.3, -0.3, -0.7], [-0.2, -0.1, 0.4], [0.5, 0.1, -0.2], [0.1, 1.0, -0.1], [0.1, -0.4, 0.2], [0.1, -0.1, 0.3]],
  "charge": 1,
  "gap_ev": [3.30, 2.11],
  "spin_multiplicity": 2,
  "homo_ev": [-9.05, -9.05]
}

=====

Entry 5:
{
  "formula": "H10LiO5",
  "method": "wB97M-V/def2-TZVPD",
  "species": ["Li", "O", "H", "H", "O", "H", "H", "O", "H", "H", "O", "H", "H", "O", "H", "H"],
  "xyz": [[-0.207125, -0.107062, 0.145125], [1.072875, 1.548937, 0.363125], [1.923875, 1.720937, -0.268875], [1.468875, 1.883938, 1.168125], [1.348875, -0.868063, 1.838125], [2.209875, -0.603062, 1.822125], [1.305875, -1.670063, 1.432125], [0.237875, 0.011938, -2.243875], [-0.208125, -0.637063, -2.724875], [0.946875, 0.274938, -2.812875], [-1.239125, -1.785063, -0.257875], [-1.761125, -2.134063, 0.612125], [-1.043125, -2.426063, -0.810875], [-1.751125, 1.392938, 0.542125], [-1.846125, 2.156937, 1.128125], [-2.459125, 1.239938, 0.068125]],
  "forces_ev_per_angstrom": [[0.2, 0.7, -0.1], [3.6, 0.7, -2.7], [-3.3, -0.7, 1.8], [-0.3, 0.1, 0.7], [-4.0, 2.2, 1.4], [3.7, 1.1, 0.0], [0.0, -3.8, -1.5], [0.5, 1.1, 1.9], [-1.3, -1.6, -1.2], [0.7, 0.4, -0.4], [-3.0, 4.6, 7.7], [1.9, 0.8, -3.5], [1.2, -5.3, -3.9], [6.2, 0.6, 3.9], [-0.2, -0.3, -0.4], [-5.9, -0.7, -3.6]],
  "charge": 1,
  "gap_ev": 12.06,
  "homo_ev": -15.42,
  "relative_energy_kcal_mol": 43.69
}

=====

Entry 6:
{
  "formula": "H10LiO5",
  "method": "wB97M-V/def2-TZVPD",
  "species": ["Li", "O", "H", "H", "O", "H", "H", "O", "H", "H", "O", "H", "H", "O", "H", "H"],
  "xyz": [[-0.162562, -0.315751, -0.117933], [-1.940316, -0.976133, -1.075347], [-2.883853, -0.552448, -1.154286], [-2.112193, -1.644255, -1.700443], [0.958235, -0.239548, -2.007653], [1.759792, -0.057190, -1.744635], [0.881927, 0.512605, -2.544815], [2.339879, -0.450448, 0.421646], [2.361291, -0.861844, 1.217976], [2.582011, 0.542614, 0.440811], [-0.669023, -0.701495, 2.073112], [-1.156533, -1.474178, 2.578394], [-1.139176, 0.099719, 2.329381], [-0.203073, 1.675838, 0.266349], [-0.782789, 2.412872, -0.080979], [0.166383, 2.029641, 1.098424]],
  "forces_ev_per_angstrom": [[0.0, -0.1, -0.2], [-3.0, 2.5, 0.7], [2.7, -0.6, 0.8], [0.5, -1.9, -1.3], [-6.1, -2.0, -1.0], [7.3, 0.3, 3.0], [-1.4, 1.6, -1.8], [-0.3, 4.2, -4.6], [0.5, -1.4, 4.1], [-0.4, -2.8, 0.7], [-1.3, -2.2, 1.1], [1.5, 2.4, -1.6], [-0.1, -0.1, 0.2], [-0.7, 1.4, 0.1], [0.9, -1.2, 0.5], [-0.2, -0.2, -0.5]],
  "charge": 1,
  "gap_ev": 12.18,
  "homo_ev": -15.66,
  "relative_energy_kcal_mol": 33.40
}

=====

Entry 7:
{
  "formula": "H10Na2O7",
  "method": "wB97M-V/def2-TZVPD",
  "species": ["Na", "Na", "O", "H", "O", "H", "O", "H", "O", "H", "O", "H", "H", "O", "H", "H", "O", "H", "H"],
  "xyz": [[2.115770, 1.974632, -0.592805], [0.552528, -0.434373, -0.293662], [1.286003, -2.578659, 0.489263], [1.390427, -2.508706, 1.436887], [1.579776, 0.817601, 1.571609], [0.709764, 1.083571, 1.880108], [-0.305661, 1.632548, -1.366199], [-0.412196, 1.955368, -2.256808], [2.390427, -0.082030, -1.977935], [3.248062, 0.210189, -1.662386], [-1.592372, 2.797904, 0.799696], [-1.090576, 2.219519, 0.131020], [-2.469912, 2.408877, 0.797764], [-1.498561, -0.352447, 1.025240], [-1.226949, -0.943589, 1.740810], [-2.416870, -0.561629, 0.832437], [-0.710306, -2.462109, -1.246767], [-1.540897, -2.647543, -0.802479], [-0.008458, -2.529123, -0.505793]],
  "forces_ev_per_angstrom": [[-1.2, -1.3, 0.1], [0.7, 0.2, -0.4], [-0.7, -0.3, -0.4], [0.0, 0.2, 0.2], [0.3, 0.4, -0.5], [-0.1, 0.3, 0.1], [0.2, 0.2, 1.2], [-0.1, 0.0, -0.3], [-0.1, 1.0, 0.0], [0.6, -0.5, 0.1], [0.2, -0.3, -0.2], [-0.2, 0.7, -0.2], [0.0, -0.1, 0.0], [-0.2, 0.0, 0.4], [0.1, 0.0, -0.2], [0.1, -0.1, -0.1], [0.0, -0.1, 0.1], [0.1, 0.1, 0.1], [0.2, -0.5, 0.0]],
  "charge": -2,
  "gap_ev": 4.07,
  "homo_ev": -0.37,
  "relative_energy_kcal_mol": 10.01
}

=====

Entry 8:
{
  "formula": "H10O17S2V2",
  "method": "wB97M-V/def2-TZVPD",
  "species": ["O", "V", "O", "O", "V", "O", "S", "O", "O", "O", "O", "S", "O", "O", "O", "O", "O", "H", "H", "O", "H", "H", "O", "H", "H", "O", "H", "H", "O", "H", "H"],
  "xyz": [[-2.383838, -5.221150, 1.177353], [-2.774172, -3.829116, 1.855696], [-4.215890, -4.073253, 2.592989], [1.979262, 0.708125, -0.736295], [0.422724, 0.407978, -0.589474], [0.313138, -1.142629, -0.183095], [-4.096792, -0.604943, -1.036326], [-3.697606, -1.969762, -0.625065], [-2.878616, 0.094797, -1.388778], [-4.995143, -0.589430, -2.213961], [-4.826968, 0.068936, 0.032102], [-1.510481, 0.645019, 3.510046], [-2.638388, 1.599430, 3.601952], [-0.822247, 0.676220, 4.834627], [-1.984704, -0.653098, 3.187866], [-0.580477, 1.102710, 2.498932], [0.337552, 0.088879, -3.818162], [1.056874, 0.352627, -4.391984], [-0.132968, -0.580269, -4.315239], [4.116737, 4.669314, -0.771227], [3.206339, 4.427483, -0.601149], [4.532847, 4.658956, 0.090736], [6.406250, 1.507714, -0.150021], [5.613994, 1.887087, -0.530324], [6.235690, 1.490026, 0.791693], [-0.549469, 3.744008, -0.797045], [-0.866399, 4.297673, -1.510642], [-0.810901, 4.206046, -0.000539], [1.993019, -5.920479, 0.184383], [1.994874, -6.747048, -0.298343], [1.555759, -5.301850, -0.400708]],
  "forces_ev_per_angstrom": [[0.0, 1.7, 0.8], [-4.1, -0.1, 0.0], [3.6, 0.5, -1.6], [-1.4, 0.1, -0.1], [-0.7, -3.0, 2.0], [0.3, 2.8, -1.0], [-2.3, 2.1, -0.3], [0.4, -2.8, 0.7], [2.8, 1.2, -0.5], [0.4, -1.2, -0.2], [0.2, -0.3, 0.9], [-2.1, 3.2, 4.7], [0.2, -0.2, -0.5], [0.5, -0.5, -0.7], [-1.0, -4.4, -1.2], [3.2, 1.2, -3.6], [0.1, 0.2, 0.4], [0.2, 0.1, 0.0], [-0.4, -0.2, 0.1], [0.2, 0.1, -0.2], [-0.3, -0.1, 0.0], [0.1, 0.0, 0.2], [0.4, 0.0, -0.1], [-0.3, 0.1, -0.2], [-0.1, -0.1, 0.2], [0.5, -0.2, -0.2], [-0.2, 0.0, -0.2], [-0.2, -0.2, 0.4], [0.2, -0.1, 0.2], [0.0, -0.2, -0.1], [-0.2, 0.3, -0.1]],
  "charge": -2,
  "gap_ev": 3.22,
  "homo_ev": -1.42,
  "relative_energy_kcal_mol": 298.76
}

=====

Entry 9:
{
  "formula": "H10O5",
  "method": "wB97M-V/def2-TZVPD",
  "species": ["O", "H", "H", "O", "H", "H", "O", "H", "H", "O", "H", "H", "O", "H", "H"],
  "xyz": [[2.896665, 0.390341, -1.450905], [3.719813, 0.430150, -0.964002], [3.040593, 0.952674, -2.212018], [0.937158, -2.876928, 1.056921], [0.662804, -2.028847, 0.708032], [1.870821, -2.929776, 0.852650], [-2.829927, -0.028204, 1.754377], [-2.428690, 0.604980, 1.159137], [-3.333949, -0.608196, 1.183594], [0.580257, -0.308008, -0.028355], [1.413591, 0.028792, -0.357514], [-0.033723, 0.417383, -0.142654], [-2.002498, 1.768652, -0.238317], [-1.651353, 2.561006, -0.644643], [-2.841563, 1.625982, -0.676303]],
  "forces_ev_per_angstrom": [[-0.2, -0.4, 0.2], [0.4, 0.0, 0.3], [-0.1, 0.4, -0.4], [0.1, -0.9, 0.4], [-0.2, 0.9, -0.3], [0.1, 0.0, -0.1], [-0.3, -0.4, 0.6], [0.4, 0.5, -0.3], [0.0, -0.2, -0.1], [-0.2, -0.5, 0.4], [0.5, 0.2, -0.5], [-0.5, 0.3, 0.0], [0.3, -0.7, 0.7], [0.5, 0.7, -0.4], [-0.6, 0.0, -0.5]],
  "charge": -1,
  "gap_ev": [2.47, 11.26],
  "spin_multiplicity": 2,
  "homo_ev": [0.60, -7.56],
  "relative_energy_kcal_mol": 9.34
}

=====

no.,total energy (eV)
1,-49817.661
2,-18503.730
3,-26721.182
4,-68704.924
5,-10600.105
6,-10600.551
7,-23327.399
8,-108008.244
9,-10399.302